# 1
106
Properties=species:S:1:pos:R:3:forces:R:3:mulliken_charge:R:1 method="wB97M-V/def2-TZVPD" multiplicity=1 fmax_ev_per_a=2.8 total_charge=-1 energy_ev=-95987.375 lumo_energy_ha=0.0792 homo_lumo_gap_ev=7.992 homo_energy_ev=-5.837 de_lowest_kcal_mol=0.0
C -2.9665 1.9230 0.9591 -0.868 -0.681 0.054 -0.903
C -3.2534 1.8005 -0.5351 0.539 1.071 0.175 -0.829
C -2.0038 1.8636 -1.4262 -0.967 -0.740 -0.400 0.245
C -1.5192 0.4431 -1.8166 0.371 0.871 0.053 -0.953
C -0.0681 0.0900 -1.4739 -0.723 0.244 -0.203 -1.761
C 0.3490 0.1300 -0.0167 1.778 -1.343 1.665 2.960
C -0.1862 -0.9590 0.9428 -1.187 0.332 -0.396 -1.162
C -1.5720 -1.5623 0.6965 0.412 -0.286 -0.054 -1.051
C -1.5873 -2.6056 -0.4285 -0.186 -0.152 0.443 -0.232
N -1.7789 -3.9811 0.0867 0.179 0.316 -0.050 -0.679
O 0.2204 1.3898 0.5670 -0.401 0.513 0.041 -0.339
B 1.3448 2.2293 0.1304 0.122 0.971 -1.461 0.656
O 1.0863 3.0725 -1.0914 -0.046 -0.632 0.264 -0.858
C 1.8718 3.2745 1.2915 -0.531 0.117 0.444 -0.464
C 2.4762 4.4805 0.7103 2.430 -0.085 -0.593 0.582
O 3.6315 4.6271 0.3735 -1.931 0.099 0.478 -0.590
F 1.6264 5.5477 0.5780 -0.094 -0.117 -0.047 -0.279
O 2.3398 1.2290 -0.3832 0.296 0.120 0.310 -0.699
C 1.9440 0.0108 -0.0008 -0.469 0.459 -1.168 -0.873
I 2.7776 -0.1952 2.1078 0.083 -0.223 0.573 -0.162
C 2.5996 -1.0550 -0.8748 0.505 -0.367 0.474 -0.852
C 3.1132 -2.3255 -0.1944 0.073 -0.350 -1.269 0.008
C 3.2518 -3.4322 -1.2321 -0.185 0.527 0.579 0.904
F 2.0175 -3.9469 -1.5059 -0.125 -0.213 -0.186 -0.287
F 3.7451 -2.9807 -2.4037 0.234 0.145 -0.191 -0.382
C 4.1644 -4.6028 -0.8008 -0.318 -0.451 -0.692 0.461
F 4.5494 -5.2680 -1.9204 -0.007 -0.027 0.118 -0.348
F 5.2811 -4.1528 -0.2024 0.007 0.084 0.072 -0.232
C 3.5132 -5.6925 0.0914 0.465 -0.311 0.300 0.662
F 4.5119 -6.5746 0.3673 -0.197 0.176 -0.065 -0.308
F 2.5566 -6.3563 -0.5834 0.210 0.222 0.242 -0.269
C 2.9524 -5.2231 1.4660 -0.442 -0.587 0.414 0.530
F 1.6749 -4.8196 1.3332 0.823 -0.039 0.202 -0.227
F 2.9707 -6.2845 2.3122 -0.122 0.830 -0.462 -0.308
F 3.7012 -4.2468 1.9918 -0.453 -0.477 -0.150 -0.132
H -3.8041 1.4897 1.5039 -0.165 -0.046 0.225 0.264
H -2.0800 1.3946 1.2750 0.390 0.090 -0.005 0.060
H -2.9362 2.9581 1.2633 0.413 0.360 0.072 0.396
H -3.8609 0.9325 -0.7606 -0.013 -0.377 -0.078 0.343
H -3.8651 2.6590 -0.8004 -0.348 0.115 -0.045 0.474
H -1.2350 2.4772 -0.9941 0.239 -0.048 0.277 -0.504
H -2.3238 2.3615 -2.3358 0.116 0.138 -0.343 0.416
H -1.5911 0.3764 -2.8975 0.008 -0.139 -0.307 0.487
H -2.2449 -0.2591 -1.4371 0.005 -0.354 0.167 -0.006
H 0.5594 0.8083 -1.9874 0.188 0.180 -0.170 0.907
H 0.1307 -0.8774 -1.9130 0.062 -0.353 -0.021 0.229
H 0.4986 -1.7950 1.0350 0.301 -0.133 -0.123 -0.100
H -0.2152 -0.4790 1.9086 0.185 0.138 0.363 0.790
H -2.3140 -0.7911 0.5548 -0.249 0.240 -0.071 0.034
H -1.8375 -2.1085 1.5939 -0.180 -0.059 0.281 0.742
H -2.3513 -2.3601 -1.1584 -0.104 0.009 -0.271 0.432
H -0.6281 -2.5857 -0.9267 0.210 0.047 -0.301 -0.019
H -1.0876 -4.5767 -0.3379 0.064 -0.299 -0.029 0.212
H -2.6805 -4.3381 -0.1825 -0.192 -0.109 0.004 0.240
H 0.3522 3.6642 -0.9376 -0.105 0.287 0.070 0.213
H 0.9969 3.5603 1.8743 -0.177 0.037 0.050 0.224
H 2.5990 2.8745 1.9833 0.207 -0.367 0.047 0.317
H 1.9532 -1.3566 -1.6869 -0.345 0.191 -0.114 0.502
H 3.4535 -0.5734 -1.3284 0.196 0.223 -0.186 0.369
H 2.4304 -2.7118 0.5435 -0.043 0.109 0.423 0.665
H 4.0993 -2.1614 0.2063 0.102 0.118 0.534 -0.473
C 7.5473 -3.2376 2.5045 0.071 0.018 0.227 -1.158
C 7.2093 -1.8627 1.9688 -0.027 -0.264 -0.310 0.366
O 6.9381 -0.9261 3.0184 -0.130 0.001 0.047 -0.229
C 7.9920 -0.4615 3.6721 -0.155 0.023 -0.119 0.696
O 9.1452 -0.7336 3.4588 0.227 -0.052 -0.002 -0.580
O 7.5573 0.3773 4.6120 -0.014 0.061 0.129 -0.314
C 8.5858 0.9149 5.4392 0.026 0.124 0.127 -0.669
H 6.7551 -3.5918 3.1657 -0.063 -0.018 -0.087 0.280
H 7.6609 -3.9433 1.6813 -0.048 0.009 -0.029 0.323
H 8.4758 -3.2217 3.0737 0.042 0.037 -0.055 0.393
H 6.2901 -1.9059 1.3880 -0.084 0.135 0.092 -0.301
H 7.9954 -1.4753 1.3211 0.087 0.039 0.110 0.347
H 9.3620 1.3874 4.8413 0.039 -0.071 -0.031 0.297
H 9.0183 0.1324 6.0616 0.079 -0.014 -0.057 0.291
H 8.1128 1.6596 6.0725 -0.109 -0.024 -0.037 0.220
C -1.4241 3.9232 -7.6894 -0.246 -0.026 -0.041 -1.111
C -0.9883 2.8127 -6.7572 0.337 0.211 -0.134 -0.237
O -2.0843 2.2946 -5.9896 -0.008 -0.004 0.104 -0.283
C -2.9195 1.4987 -6.6441 0.029 0.119 0.137 0.749
O -2.8356 1.1677 -7.7977 0.008 -0.097 -0.207 -0.580
O -3.8838 1.1268 -5.8017 -0.071 -0.030 0.046 -0.272
C -4.9043 0.3285 -6.3982 -0.155 -0.118 0.069 -0.690
H -1.9314 4.7105 -7.1304 0.094 0.035 0.036 0.289
H -0.5575 4.3512 -8.1931 0.036 0.010 0.039 0.368
H -2.1134 3.5544 -8.4476 0.050 -0.057 -0.021 0.304
H -0.2857 3.1976 -6.0218 -0.084 -0.069 0.139 0.337
H -0.4981 2.0022 -7.2953 -0.126 -0.061 -0.045 0.309
H -4.4807 -0.5395 -6.8980 0.035 0.042 -0.072 0.304
H -5.4836 0.9216 -7.1045 0.053 -0.029 -0.083 0.296
H -5.5498 0.0010 -5.5885 0.056 0.065 0.081 0.217
C -7.2226 0.7607 5.7683 -0.195 -0.039 -0.135 -1.101
C -6.3756 1.8078 5.0768 0.130 -0.077 0.367 -0.228
O -6.6686 1.8966 3.6759 0.098 -0.075 -0.043 -0.280
C -7.7949 2.5223 3.3600 0.165 -0.006 -0.063 0.748
O -8.5683 3.0327 4.1271 -0.167 0.084 0.132 -0.572
O -7.9195 2.5000 2.0341 -0.045 -0.017 -0.113 -0.300
C -9.1243 3.0890 1.5473 -0.090 0.054 -0.161 -0.664
H -7.1122 -0.2045 5.2726 0.093 -0.012 0.044 0.293
H -6.9174 0.6591 6.8096 0.049 -0.005 0.000 0.359
H -8.2776 1.0293 5.7454 0.013 0.073 0.030 0.307
H -5.3250 1.5317 5.1289 0.028 0.015 -0.168 0.310
H -6.4865 2.7877 5.5403 -0.127 0.028 -0.065 0.316
H -9.2422 4.1037 1.9205 -0.019 -0.019 0.084 0.299
H -9.9830 2.4835 1.8337 -0.023 0.053 0.078 0.295
H -9.0411 3.1081 0.4648 0.103 -0.061 -0.001 0.216

# 2
88
Properties=species:S:1:pos:R:3:forces:R:3:mulliken_spin:R:1 method="wB97M-V/def2-TZVPD" multiplicity=3 fmax_ev_per_a=2.6 total_charge=+2 s2=2.008 energy_ev=-139311.488 lumo_energy_ha="-0.2009 / -0.3255" homo_lumo_gap_ev="7.921 / 4.542" homo_energy_ev="-13.389 / -13.400"
C 1.7548 3.7392 -0.7594 0.016 -0.113 -0.182 0.012
C 0.8385 3.0103 -1.5421 0.812 0.014 -0.369 0.065
C 0.9791 3.0509 -2.9434 0.176 0.012 0.183 0.010
C 2.0807 3.7208 -3.4870 -0.414 -0.109 0.470 -0.003
N 2.9779 4.3433 -2.7247 0.327 0.148 -0.160 0.006
C 2.8169 4.3860 -1.4037 -0.616 -0.264 -0.004 -0.004
C -0.1453 2.1515 -0.9164 -2.018 0.035 0.825 -0.074
C -1.1883 1.7895 -0.2942 1.823 1.655 -0.823 0.275
C -2.4757 2.0207 0.3043 -0.596 -0.081 0.177 -0.144
C -3.1834 1.0236 0.9909 -0.584 -0.100 0.046 0.073
C -4.5332 1.1986 1.3189 0.567 0.654 -0.279 -0.005
C -5.1349 2.4385 1.0548 0.091 -0.210 0.071 0.020
C -4.4040 3.4967 0.4961 0.284 -0.422 0.118 -0.002
C -3.0792 3.2848 0.1122 -0.297 -0.336 -0.097 0.020
Pd -0.0375 -0.0282 -0.7658 -0.094 -0.127 1.355 0.985
P 2.1738 -0.5427 -0.9247 1.476 0.236 0.122 0.242
H 0.2553 2.5685 -3.5995 0.178 -0.007 0.203 0.004
H 1.6566 3.7867 0.3250 0.018 -0.117 -0.267 0.001
H 2.2398 3.7341 -4.5702 -0.019 0.076 0.401 0.000
H 3.5615 4.9366 -0.8210 -0.234 -0.145 -0.264 0.000
H -2.5024 4.0796 -0.3534 -0.183 -0.092 0.009 0.001
H -2.6715 0.1188 1.3160 -0.184 0.139 -0.367 -0.007
H -4.8785 4.4617 0.3597 0.103 -0.092 -0.024 0.001
H -5.1003 0.3969 1.7741 0.048 0.108 0.081 0.000
C 2.6250 -2.2204 -0.3648 -0.526 -0.149 0.241 -0.012
C 3.8329 -2.8611 -1.0386 0.372 -0.205 -0.155 0.021
H 1.7261 -2.8414 -0.4842 0.273 -0.038 0.080 0.001
H 2.8021 -2.1233 0.7181 -0.207 -0.014 -0.259 0.006
H 3.9558 -3.8741 -0.6378 -0.036 0.177 -0.124 0.002
H 3.7144 -2.9476 -2.1246 0.013 0.019 0.201 0.000
H 4.7676 -2.3236 -0.8315 -0.340 -0.087 -0.097 -0.001
C 2.6409 -0.2942 -2.6767 -0.438 -0.078 -0.206 0.045
C 4.0583 0.1689 -2.9823 0.498 0.137 -0.199 0.022
H 1.9225 0.4413 -3.0710 0.160 -0.151 0.098 -0.012
H 2.4288 -1.2388 -3.1998 -0.025 0.156 0.169 0.003
H 4.1655 0.2807 -4.0690 -0.061 -0.023 0.239 0.002
H 4.2870 1.1467 -2.5414 -0.088 -0.226 -0.009 -0.001
H 4.8172 -0.5541 -2.6624 -0.197 0.163 -0.031 -0.001
C 3.1483 0.5334 0.1836 -0.351 0.329 0.035 -0.008
C 4.6135 0.1503 0.3864 0.425 -0.083 0.068 0.026
H 2.6075 0.4998 1.1455 0.105 0.045 -0.279 0.012
H 3.0523 1.5618 -0.1898 0.031 -0.201 0.036 -0.005
H 5.1081 0.9423 0.9621 -0.125 -0.178 -0.093 0.002
H 4.7257 -0.7809 0.9593 -0.072 0.262 -0.185 -0.002
H 5.1655 0.0469 -0.5552 -0.173 0.045 0.277 -0.002
Br -6.9635 2.6845 1.5067 0.501 -0.024 -0.151 0.004
P -1.4374 -1.4971 -1.7590 -0.879 -0.400 -0.379 0.163
C -0.5064 -2.6158 -2.8613 0.240 0.203 -0.105 0.058
C -1.2135 -3.8650 -3.3773 -0.120 -0.324 -0.208 0.022
H 0.3966 -2.9077 -2.2963 -0.294 0.120 -0.177 0.006
H -0.1617 -1.9952 -3.7025 -0.020 -0.098 0.181 0.008
H -0.5076 -4.4087 -4.0165 -0.194 0.045 0.121 0.000
H -1.5087 -4.5450 -2.5673 0.046 0.232 -0.188 0.000
H -2.0940 -3.6316 -3.9894 0.224 -0.035 0.229 -0.001
C -2.4240 -2.4963 -0.5995 0.323 -0.105 0.341 -0.005
C -3.7738 -3.0106 -1.0996 -0.302 -0.176 -0.043 0.028
H -2.5630 -1.8684 0.2949 0.055 -0.248 -0.218 0.001
H -1.7715 -3.3325 -0.3063 -0.158 0.162 0.055 0.007
H -4.2058 -3.6426 -0.3118 0.049 0.157 -0.239 0.002
H -4.4862 -2.1959 -1.2888 0.237 -0.204 0.016 0.000
H -3.6913 -3.6256 -2.0057 0.007 0.217 0.255 -0.002
C -2.6201 -0.4255 -2.6494 0.103 0.218 -0.092 -0.003
C -3.1545 -0.9418 -3.9797 -0.305 0.001 -0.290 0.016
H -2.1113 0.5418 -2.7846 -0.174 -0.278 -0.055 0.004
H -3.4452 -0.2379 -1.9455 0.243 -0.021 -0.081 -0.009
H -3.7587 -0.1460 -4.4316 0.110 -0.226 0.002 0.002
H -2.3544 -1.1910 -4.6881 -0.170 0.042 0.178 -0.002
H -3.8075 -1.8152 -3.8559 0.230 0.184 -0.025 0.000
C 1.0041 2.1657 6.8113 -0.044 0.185 0.307 0.001
C -0.0506 1.5423 5.9204 0.055 -0.003 0.049 -0.001
N 0.5869 1.0121 4.6851 -0.835 0.179 -0.657 0.013
C -0.0516 0.0470 3.9518 0.340 -0.481 1.032 0.006
S -0.2429 0.2173 2.2846 0.290 0.018 -0.566 0.096
N -0.5105 -1.0408 4.6100 0.713 0.063 -0.451 0.010
C 0.1059 -1.5662 5.8585 -0.134 0.005 -0.118 -0.002
C -0.9737 -2.1591 6.7432 -0.073 -0.150 0.237 0.001
H 1.8277 1.4721 7.0096 -0.125 0.091 -0.099 0.000
H 0.5498 2.4237 7.7741 0.122 0.079 -0.171 0.000
H 1.4074 3.0853 6.3680 -0.023 -0.234 0.114 0.000
H -0.5507 0.7161 6.4390 0.018 0.418 -0.233 0.000
H -0.8149 2.2919 5.6376 0.269 -0.398 0.111 0.001
H 0.9326 1.7659 4.0850 -0.172 -0.453 0.267 -0.001
H -0.8946 -1.7596 3.9921 0.079 0.499 0.351 -0.001
H 0.8505 -2.3328 5.5829 -0.218 0.312 0.077 0.000
H 0.6290 -0.7513 6.3693 -0.054 -0.387 -0.277 0.000
H -1.4051 -3.0583 6.2859 0.025 0.207 0.123 0.000
H -0.5566 -2.4406 7.7142 -0.021 -0.054 -0.165 0.000
H -1.7772 -1.4385 6.9298 0.120 -0.096 -0.092 0.000

# 3
91
Properties=species:S:1:pos:R:3:forces:R:3:mulliken_spin:R:1 method="wB97M-V/def2-TZVPD" multiplicity=7 fmax_ev_per_a=4.4 s2=13.003 energy_ev=-99938.208 lumo_energy_ha="-0.0367 / -0.0098" homo_lumo_gap_ev="4.084 / 4.586" homo_energy_ev="-5.083 / -4.853"
C 2.9801 -2.5371 -2.9160 0.084 -0.287 0.110 0.000
C 2.4358 -1.7867 -4.0850 -0.315 0.294 -1.163 -0.002
H 2.6090 -3.5706 -2.9451 0.082 0.160 0.294 0.000
H 2.6985 -2.0382 -1.9849 -0.027 -0.259 -0.069 0.002
H 4.0813 -2.5777 -2.9782 -0.302 -0.020 0.055 0.000
C 2.5105 -2.2879 -5.3387 -0.026 0.662 0.888 0.000
C 2.8976 -3.6863 -5.6965 0.096 -0.489 -0.233 0.000
H 2.2545 -1.6687 -6.1960 -0.094 -0.064 0.333 0.000
H 2.3872 -4.4403 -5.0843 0.043 0.185 0.060 0.000
H 3.9694 -3.9122 -5.6365 -0.032 0.178 0.064 0.000
H 2.5933 -3.8736 -6.7313 0.112 -0.076 0.103 0.000
Tb 0.1003 0.0616 1.1518 1.781 0.094 -0.366 7.270
Cl 2.2058 1.0033 0.2154 1.135 0.694 -0.377 -0.032
C -0.9221 3.0653 0.8534 -0.943 -1.940 0.167 0.029
O -1.2378 1.8518 1.0954 -0.394 3.438 -0.032 -0.014
N -1.7187 3.8832 0.1847 0.225 -0.089 0.020 0.003
C -3.0514 3.4348 -0.2229 0.050 -0.215 -0.292 -0.001
C -1.1867 5.1268 -0.3639 0.204 0.267 -0.161 0.000
H 0.0224 3.4699 1.2267 0.058 0.067 -0.273 -0.002
H -3.5784 2.9970 0.6332 0.212 0.070 -0.224 0.001
H -3.0029 2.6977 -1.0408 0.089 0.205 0.311 0.001
H -3.5910 4.3119 -0.5786 -0.032 -0.099 0.061 0.000
H -0.4398 5.5398 0.3288 -0.277 -0.055 -0.225 0.000
H -2.0105 5.8365 -0.5009 0.272 -0.102 0.182 0.000
H -0.7014 4.9751 -1.3444 -0.258 -0.112 0.377 0.000
H -2.5161 2.1071 5.1077 0.015 -0.218 -0.193 0.001
H -1.2201 0.9353 7.3203 0.086 -0.063 -0.196 -0.001
C -2.6771 1.0459 4.8683 0.071 0.097 0.407 0.000
C -1.4906 0.0223 6.7805 -0.010 0.130 -0.116 -0.002
N -1.5373 0.2545 5.3341 -0.391 0.113 0.249 -0.004
H -2.8220 0.9172 3.7963 0.050 0.013 0.138 0.001
C -0.5988 -0.1676 4.5040 0.384 0.177 -1.385 -0.035
O -0.5878 0.0551 3.2599 -0.852 -0.541 3.549 -0.202
H -0.7636 -0.7543 7.0249 -0.100 0.092 -0.067 0.004
H 0.2209 -0.7403 4.9715 -0.252 0.167 -0.044 0.011
H -3.5533 0.7172 5.4442 0.120 0.052 -0.382 0.000
H -2.4934 -0.2606 7.1194 0.243 -0.191 -0.088 0.001
H -0.5009 -5.6337 2.7620 -0.333 0.006 -0.266 0.000
H -0.2395 -3.9206 -0.4064 -0.249 -0.131 0.055 0.002
C -1.4566 -5.3249 2.3064 -0.005 0.104 0.319 -0.001
C -1.1850 -4.3243 -0.0246 -0.072 0.135 -0.348 -0.001
N -1.2656 -4.1702 1.4299 0.078 0.220 0.551 0.000
H -2.1524 -5.0629 3.1146 0.118 -0.166 -0.218 0.000
C -0.9603 -3.0029 1.9709 1.076 1.298 -1.721 -0.012
O -0.4742 -2.0534 1.2682 -1.535 -3.503 1.953 -0.020
H -2.0087 -3.7679 -0.5126 0.470 -0.312 0.227 0.000
H -1.1223 -2.8803 3.0537 0.084 -0.145 -0.238 -0.008
H -1.8650 -6.1496 1.7255 -0.021 0.081 0.124 0.000
H -1.2674 -5.3887 -0.2562 0.033 0.248 -0.046 -0.001
O 0.9357 -0.4358 -2.6283 -0.824 -0.809 -1.577 -0.029
C 1.8640 -0.3905 -3.7426 0.262 0.022 0.436 0.001
C 0.4136 -0.2342 -5.8159 -0.368 0.278 -0.452 -0.001
C 1.3536 0.3632 -4.9781 0.566 -0.362 0.305 0.000
H 0.1182 -1.2760 -5.6401 -0.108 0.610 0.067 0.000
C -0.1203 0.4760 -6.9043 0.600 -0.231 0.370 0.000
H 2.7063 0.1812 -3.3179 -0.076 0.004 -0.242 0.002
C 1.8818 1.6183 -5.3042 -0.429 -0.011 -0.373 0.000
H -0.8780 0.0036 -7.5237 0.098 0.120 0.043 0.000
C 0.3711 1.7449 -7.2104 0.035 -0.009 0.144 0.000
C 1.3766 2.3124 -6.4140 0.179 -0.404 0.068 0.000
H 2.7002 2.0313 -4.7024 -0.453 -0.076 -0.179 0.000
H -0.0054 2.2665 -8.0969 0.144 -0.085 0.414 0.000
H 1.8076 3.2729 -6.6872 -0.128 -0.101 0.061 0.000
Si -0.8407 -0.5692 -2.9212 0.141 4.388 -0.595 0.021
Cl -0.7925 -2.6103 -3.2067 0.377 -2.760 0.111 0.000
C -2.2266 -0.4146 -4.3071 -0.303 -1.286 -0.400 -0.001
C -0.9070 1.4029 -3.2202 0.679 0.710 0.508 0.002
C -1.5093 -0.4497 -1.1335 0.178 -0.042 -0.050 0.070
H -2.1546 0.4361 -4.9859 0.146 -0.040 0.250 0.000
H -3.1520 -0.2890 -3.7434 -0.294 -0.016 0.132 0.001
H -2.3490 -1.3066 -4.9309 -0.171 -0.038 0.055 0.000
H -1.3642 -1.3720 -0.5493 -0.103 0.439 -0.299 -0.045
H -2.5615 -0.1616 -1.0718 -0.061 -0.077 -0.189 -0.006
H -0.9628 0.4142 -0.6968 -0.655 -0.441 -1.023 -0.070
H -0.6331 1.6418 -4.2646 -0.177 0.012 0.559 0.000
H -0.2088 1.9593 -2.5757 -0.052 0.175 0.092 0.000
H -1.9308 1.7890 -3.0688 0.136 -0.067 0.043 0.000
C 2.2906 1.8440 3.8501 0.096 0.109 -0.282 -0.502
C 2.1935 1.5803 5.2127 -0.181 -0.346 0.880 0.042
C 2.7655 0.3899 5.7872 -0.209 0.403 -0.274 -0.196
C 2.6127 0.1001 7.1306 -0.060 0.022 0.145 0.102
C 1.9111 0.9718 7.9782 -0.103 0.248 -0.336 -0.229
C 1.3506 2.1499 7.4445 0.065 -0.174 0.217 0.097
C 1.4798 2.4524 6.1012 0.000 -0.206 -0.255 -0.199
H 2.9173 1.2318 3.2136 -0.156 0.105 -0.117 0.006
H 1.8033 2.7174 3.4226 0.195 -0.174 0.019 -0.034
H 3.3068 -0.2866 5.1216 -0.121 0.168 0.240 -0.007
H 3.0375 -0.8166 7.5446 -0.065 0.261 -0.151 0.003
H 1.7965 0.7433 9.0356 0.048 0.042 -0.212 -0.015
H 0.8051 2.8290 8.1071 0.202 -0.200 -0.239 0.005
H 1.0298 3.3611 5.6838 0.197 -0.330 0.213 -0.002